1.
16
Properties=species:S:1:pos:R:3:forces:R:3:lowdin_charge:R:1 method="wB97M-V/def2-TZVPD" e_tot_ha=-835.56146 multiplicity=1 de_lowest_kcal_mol=81.7 gap_ev=5.911 charge=-1
C -1.190 -1.687 -0.127 -2.999 0.349 1.085 -0.126
C -1.610 -0.340 0.063 4.451 0.068 -1.331 -0.062
C 0.083 -2.037 -0.063 0.766 -0.375 -0.296 -0.101
C -0.586 0.603 -0.059 1.253 -1.919 0.479 -0.255
C 0.898 0.104 -0.087 -3.101 2.952 0.506 -0.396
C -0.699 2.087 0.066 0.494 -0.294 -0.045 -0.161
N 1.125 -1.193 0.067 0.036 -0.002 -1.185 -0.286
O 2.325 -1.634 0.044 1.047 -0.901 0.386 -0.141
O 3.504 1.074 0.080 -0.335 0.131 -0.106 -0.718
S 2.035 1.420 -0.104 0.778 -0.647 -0.063 0.824
H -1.884 -2.535 -0.148 -0.038 0.545 -0.172 0.093
H -2.579 -0.027 0.114 -2.586 0.629 0.189 0.058
H 0.306 -3.042 -0.258 0.907 -1.182 0.150 0.105
H 0.155 2.185 0.758 -0.639 1.103 0.645 -0.005
H -1.690 2.463 0.495 1.430 -0.342 -1.063 0.097
H -0.194 2.559 -0.841 -1.464 -0.115 0.822 0.073

---

2.
9
Properties=species:S:1:pos:R:3:forces:R:3:lowdin_charge:R:1 method="wB97M-V/def2-TZVPD" e_tot_ha=-739.64659 multiplicity=1 de_lowest_kcal_mol=31.6 gap_ev=9.696 smiles="FC1=NN=N[C@@H]1S"
C -0.539 -0.017 -0.258 -0.074 0.351 1.232 -0.575
C 0.144 -0.627 0.921 0.275 -0.530 -0.635 -0.453
N 0.433 -0.326 -1.266 -0.524 0.610 -1.218 -0.014
N 1.276 -1.122 0.590 -0.777 -0.029 2.007 0.114
N 1.385 -0.931 -0.766 0.876 -0.217 -1.052 -0.006
F -0.332 -0.578 2.134 0.088 -0.103 0.100 0.136
S -0.549 1.767 0.207 0.018 -0.043 -0.405 0.805
H -1.543 -0.342 -0.525 0.148 -0.150 0.053 0.119
H -0.274 2.175 -1.037 -0.030 0.111 -0.082 -0.127

---

3.
20
Properties=species:S:1:pos:R:3:forces:R:3:lowdin_charge:R:1 method="wB97M-V/def2-TZVPD" e_tot_ha=-386.27297 multiplicity=1 de_lowest_kcal_mol=29.6 gap_ev=10.389 smiles=C[C@@H]1C[C@@](C)(O)[C@H]1O
C -0.953 -0.312 0.070 0.140 -0.315 -0.488 -0.512
C 0.234 -0.781 0.933 -0.242 0.055 0.105 -0.056
C 1.011 0.505 0.593 0.188 0.107 -0.260 -0.286
C -1.393 -1.247 -1.047 0.010 0.225 0.401 -0.010
C 2.381 0.322 -0.033 -0.189 0.115 0.168 -0.067
C -0.125 0.937 -0.371 0.232 -0.205 0.184 -0.289
O -2.038 0.053 0.898 -0.200 0.052 0.210 0.001
O -0.734 2.168 -0.130 -0.248 0.329 0.145 -0.006
H -2.764 0.342 0.332 0.020 -0.003 0.025 0.106
H 0.164 0.932 -1.425 0.037 -0.090 0.029 0.154
H 0.702 -1.692 0.569 0.039 -0.108 -0.026 0.116
H -0.029 -0.899 1.982 -0.009 -0.072 0.028 0.118
H 1.082 1.188 1.442 -0.091 0.043 0.005 0.144
H -1.197 2.083 0.717 0.039 0.050 -0.130 0.094
H -2.103 -0.743 -1.702 -0.070 0.035 -0.119 0.087
H -1.870 -2.128 -0.621 -0.027 -0.102 -0.009 0.088
H -0.537 -1.560 -1.637 0.084 -0.031 -0.114 0.084
H 2.772 1.280 -0.370 0.110 0.069 -0.063 0.079
H 2.324 -0.348 -0.889 0.031 -0.089 -0.105 0.076
H 3.075 -0.101 0.690 0.146 -0.063 0.014 0.076

---

4.
30
Properties=species:S:1:pos:R:3:forces:R:3:lowdin_charge:R:1 method="wB97M-V/def2-TZVPD" e_tot_ha=-522.20438 multiplicity=1 de_lowest_kcal_mol=10.0 gap_ev=8.836 smiles=Cc1c[nH]c2ccccc12.CCC
C 0.040 0.306 -3.440 -0.376 0.452 0.594 -0.046
C 0.359 2.119 -1.599 -0.231 0.145 0.091 -0.059
C 0.242 0.843 -2.051 0.546 -0.177 -0.012 -0.229
C 0.913 0.831 0.158 0.947 -0.127 -0.124 -0.232
C 0.646 0.010 -0.946 -0.007 -0.434 -0.184 -0.156
C 1.481 0.337 1.351 -0.855 0.570 -0.860 -0.036
C 0.941 -1.362 -0.870 0.166 0.003 0.047 -0.024
C 1.762 -1.003 1.376 0.187 -0.453 0.365 -0.111
C 1.529 -1.851 0.274 -0.354 0.332 0.189 -0.095
N 0.743 2.121 -0.271 -0.307 0.355 0.083 0.073
H 0.194 3.065 -2.089 -0.018 -0.076 -0.133 0.119
H 0.984 2.953 0.235 -0.079 -0.086 0.105 0.149
H 0.981 -0.118 -3.782 -0.015 -0.092 -0.264 0.080
H -0.305 1.080 -4.126 0.144 -0.045 -0.029 0.075
H 1.546 1.033 2.172 0.451 -0.227 0.369 0.109
H 0.777 -2.021 -1.713 -0.104 0.051 -0.050 0.109
H 2.158 -1.469 2.269 0.073 0.158 0.123 0.100
H 1.765 -2.899 0.384 0.047 -0.060 -0.131 0.097
H -0.722 -0.470 -3.404 0.006 -0.184 -0.199 0.076
C -1.811 -0.894 1.491 -0.974 -0.292 0.531 -0.290
C -2.883 0.046 0.918 0.011 0.370 -0.194 -0.107
C -2.097 -1.271 2.959 0.020 0.277 0.106 -0.114
H -1.873 -1.816 0.927 0.477 -0.166 -0.295 0.094
H -0.807 -0.491 1.417 -0.169 0.030 -0.116 0.051
H -3.463 0.518 1.712 0.047 0.084 0.078 0.057
H -1.167 -1.453 3.493 0.041 -0.284 0.067 0.059
H -2.595 -0.464 3.491 0.055 0.298 0.007 0.057
H -2.765 -2.125 3.090 0.179 -0.107 -0.234 0.068
H -2.474 0.859 0.302 0.053 -0.264 0.087 0.062
H -3.606 -0.486 0.298 0.037 -0.050 -0.016 0.064

---

5.
11
Properties=species:S:1:pos:R:3:forces:R:3:lowdin_charge:R:1 method="wB97M-V/def2-TZVPD" e_tot_ha=-280.67472 multiplicity=1 de_lowest_kcal_mol=162.3 gap_ev="6.500 / 6.504" charge=+1
C 0.957 0.073 -0.186 -1.425 0.563 -0.727 -0.312
N -0.110 0.721 0.521 0.847 1.033 0.216 0.037
N 1.195 -1.186 0.231 -0.839 -0.542 0.834 0.357
N -1.406 0.309 -0.061 -0.288 0.723 -0.314 -0.130
O -1.551 -0.979 -0.069 0.739 -1.189 -0.042 -0.037
H 0.930 0.305 -1.272 0.162 -0.204 0.287 0.172
H 1.872 0.624 0.172 0.311 -0.135 0.162 0.229
H -0.099 0.403 1.493 -0.321 -0.058 -0.186 0.150
H 1.784 -1.788 -0.340 0.307 0.034 -0.598 0.120
H -2.125 0.784 0.529 0.440 -0.138 -0.194 0.214
H -1.447 0.733 -1.017 0.067 -0.087 0.561 0.201

---

6.
67
Properties=species:S:1:pos:R:3:forces:R:3:mulliken_spin:R:1 method="wB97M-V/def2-TZVPD" e_tot_ha=-1241.18644 multiplicity=2 gap_ev="9.014 / 9.314"
C -0.904 -1.506 2.081 0.099 -0.753 -0.302 0.000
B -1.016 -0.993 0.488 -0.467 -0.336 0.735 0.001
O -2.071 -1.590 -0.354 3.243 -0.750 0.337 0.000
C 0.055 0.174 0.040 -0.138 1.525 -0.687 -0.018
C -0.606 1.298 -1.001 0.541 -1.500 -0.045 0.034
C 0.457 2.453 -1.470 -2.507 2.033 -0.693 0.017
C -0.238 3.194 -2.799 -0.873 0.351 0.763 -0.005
C 0.502 3.597 -0.298 -0.568 0.695 0.123 0.007
N 1.800 1.950 -1.938 -1.592 -2.202 -0.863 0.337
O 1.803 1.614 -3.241 0.231 0.820 2.798 0.597
C 2.391 0.883 -1.048 2.939 -2.101 0.263 0.014
C 3.056 1.447 0.355 0.663 -0.629 0.466 0.007
C 3.674 0.241 -1.909 0.426 -0.564 0.094 -0.001
C 1.403 -0.385 -0.721 -1.060 -0.158 0.170 0.037
H 0.169 -1.972 2.229 -1.922 0.989 -0.162 0.000
H -0.998 -0.611 2.831 0.089 -1.767 -1.339 0.000
H -1.683 -2.371 2.289 1.507 1.918 -0.145 0.000
H -1.670 -2.458 -0.708 -1.179 1.846 0.727 0.000
H 0.303 0.789 1.032 -0.121 -1.450 -2.032 -0.001
H -1.559 1.725 -0.473 1.811 -0.395 -1.296 -0.003
H -0.915 0.701 -1.960 0.388 1.143 1.744 0.000
H 0.491 3.965 -3.315 -1.403 -1.841 1.008 -0.001
H -0.696 2.408 -3.545 1.277 1.657 1.388 0.001
H -1.157 3.827 -2.376 1.921 -1.398 -0.863 -0.001
H 1.571 3.881 0.085 -2.127 -0.804 -0.604 -0.007
H 0.029 4.608 -0.720 1.117 -2.238 0.830 0.001
H -0.240 3.268 0.577 1.987 0.716 -1.698 0.000
H 2.435 1.138 1.324 1.159 0.953 -2.233 0.000
H 4.101 0.887 0.483 -2.327 1.235 -0.304 0.001
H 3.307 2.590 0.347 -0.717 -2.213 -0.051 -0.008
H 4.357 -0.453 -1.219 -1.697 1.575 -1.201 -0.001
H 3.311 -0.468 -2.787 0.690 1.845 1.757 0.002
H 4.382 1.096 -2.311 -1.635 -1.723 0.679 -0.003
H 1.045 -0.933 -1.719 0.846 1.419 1.940 -0.004
H 1.923 -1.240 -0.077 -0.676 2.125 -1.254 -0.003
C 4.286 -5.304 -1.087 -0.013 -0.212 0.058 0.000
O 4.433 -5.914 0.191 0.046 0.530 -0.042 0.000
C 5.047 -5.036 1.141 -0.449 -0.455 0.223 0.000
C 4.012 -4.457 2.109 0.311 0.386 -0.398 0.000
O 3.127 -3.551 1.440 -0.161 -0.439 -0.003 0.000
C 1.856 -4.135 1.181 0.141 0.149 -0.003 0.000
H 3.667 -5.956 -1.709 0.109 -0.005 0.159 0.000
H 3.800 -4.327 -1.014 0.060 0.006 0.011 0.000
H 5.268 -5.195 -1.561 -0.062 0.099 -0.059 0.000
H 5.605 -4.238 0.637 -0.153 -0.012 0.048 0.000
H 5.762 -5.638 1.711 -0.012 0.055 0.020 0.000
H 4.535 -3.879 2.877 0.016 -0.036 0.000 0.000
H 3.451 -5.255 2.610 0.066 0.032 -0.157 0.000
H 1.302 -4.250 2.118 -0.079 -0.099 -0.038 0.000
H 1.950 -5.104 0.683 0.013 0.008 0.054 0.000
H 1.297 -3.461 0.526 0.135 0.005 0.087 0.001
C -6.553 4.351 0.993 -0.171 -0.141 0.065 0.000
O -6.961 3.035 0.634 0.423 0.238 -0.202 0.000
C -6.310 2.574 -0.554 -0.143 -0.464 0.467 0.000
C -5.192 1.581 -0.224 0.139 0.536 -0.297 0.000
O -4.104 2.230 0.443 -0.321 -0.182 0.259 0.000
C -4.099 1.970 1.842 0.164 0.123 -0.125 0.000
H -6.952 4.575 1.986 -0.028 -0.120 -0.146 0.000
H -5.464 4.441 1.028 -0.028 0.002 -0.056 0.000
H -6.964 5.074 0.280 0.101 0.070 0.033 0.000
H -5.928 3.414 -1.145 0.062 -0.085 0.118 0.000
H -7.070 2.060 -1.152 0.058 -0.007 -0.015 0.000
H -4.794 1.177 -1.159 -0.033 -0.021 0.006 0.000
H -5.573 0.743 0.372 -0.013 0.169 -0.020 0.000
H -3.812 0.929 2.025 -0.073 -0.043 0.105 0.000
H -5.073 2.172 2.294 0.016 -0.058 -0.035 0.000
H -3.357 2.623 2.309 -0.047 -0.054 -0.163 0.000

---

7.
48
Properties=species:S:1:pos:R:3:forces:R:3:mulliken_spin:R:1 method="wB97M-V/def2-TZVPD" e_tot_ha=-2951.19085 multiplicity=3 gap_ev="6.358 / 7.508" charge=+2
C -1.655 -0.003 -5.521 0.437 -0.191 -0.429 -0.003
I -1.437 0.096 -3.309 -0.420 0.014 -0.256 -0.003
H -0.651 0.074 -5.928 0.008 0.006 0.217 0.000
H -2.277 0.816 -5.879 0.031 0.116 0.667 -0.001
H -2.105 -0.957 -5.788 0.058 -0.015 0.511 0.000
V 0.209 0.000 -0.424 0.531 -0.214 1.723 2.140
P 0.141 2.423 -0.246 0.131 0.969 -0.411 -0.058
C -1.439 3.305 -0.124 0.006 -0.473 0.022 0.003
C 1.167 3.161 1.055 0.053 -0.323 0.024 0.009
H 1.280 4.235 0.892 -0.036 -0.102 -0.032 -0.001
H 1.035 4.000 -1.819 0.048 -0.077 -0.254 0.004
H 2.145 2.677 1.040 0.049 0.166 0.038 0.001
H 1.871 2.407 -1.880 -0.008 0.226 -0.097 0.005
H -1.877 3.030 0.839 -0.118 0.174 -0.101 0.001
H 0.698 2.989 2.026 0.025 0.127 -0.052 0.001
C 0.907 2.916 -1.812 -0.023 0.063 0.188 0.002
H -1.305 4.389 -0.192 0.011 -0.213 -0.011 -0.002
H 0.272 2.573 -2.636 0.135 0.275 0.060 0.000
H -2.088 2.942 -0.924 -0.101 0.208 0.064 0.002
P 0.146 -2.410 0.112 0.202 -1.063 -0.204 -0.052
C -1.420 -3.293 0.369 -0.056 0.503 -0.103 0.002
C 0.929 -3.145 -1.351 -0.065 0.060 0.167 0.002
H 2.152 -2.471 1.429 0.041 -0.145 0.060 0.001
H 1.297 -4.037 1.512 -0.070 0.116 -0.091 -0.001
H 0.705 -2.642 2.448 0.022 -0.130 -0.041 0.001
C 1.176 -2.951 1.512 0.041 0.388 -0.021 0.007
H 1.889 -2.644 -1.501 -0.035 -0.234 -0.051 0.005
H 1.068 -4.218 -1.202 0.017 0.087 -0.196 0.003
H -1.280 -4.376 0.457 0.064 0.244 -0.037 -0.002
H -2.077 -3.061 -0.473 -0.086 -0.187 0.110 0.001
H 0.291 -2.942 -2.215 0.091 -0.201 -0.018 0.004
H -1.866 -2.889 1.282 -0.088 -0.178 -0.083 0.002
Cl 2.481 -0.028 -0.516 -1.761 0.067 0.125 -0.042
C -0.493 0.501 5.432 0.292 0.068 0.768 -0.001
N -1.003 0.373 4.080 0.982 -0.188 -1.866 0.000
C -2.428 0.376 3.853 -0.811 0.093 0.735 0.000
C -0.264 0.249 2.957 -1.400 0.218 1.997 -0.011
C 1.200 0.245 3.125 0.438 0.030 0.358 0.021
O -0.914 0.146 1.880 1.568 -0.129 -2.186 -0.031
H -1.375 0.576 6.071 0.439 0.002 0.108 0.000
H 0.135 1.389 5.585 -0.355 -0.071 -0.186 0.000
H 0.110 -0.358 5.757 -0.352 0.042 -0.189 0.000
H -2.715 1.206 3.196 -0.038 -0.132 0.298 0.000
H -2.746 -0.554 3.368 -0.044 0.172 0.262 0.000
H -2.860 0.483 4.859 -0.403 -0.070 -0.762 0.000
H 1.593 -0.706 2.762 0.206 0.270 -0.055 -0.004
H 1.622 1.089 2.575 0.186 -0.285 -0.009 -0.005
H 1.445 0.354 4.195 0.160 -0.083 -0.761 0.000

---

8.
14
Properties=species:S:1:pos:R:3:forces:R:3:lowdin_charge:R:1 method="wB97M-V/def2-TZVPD" e_tot_ha=-378.73187 multiplicity=1 de_lowest_kcal_mol=87.3 gap_ev="7.757 / 7.753"
C -1.439 1.220 0.521 -1.103 0.050 -0.756 -0.476
C -1.560 0.003 -0.147 0.009 0.155 0.118 0.057
C -0.147 -0.464 0.050 0.042 0.099 -0.012 -0.244
C 0.804 -0.255 -1.076 0.192 -0.069 0.109 -0.136
C 1.682 -1.162 -1.468 0.007 0.019 -0.032 0.026
N -0.140 0.699 1.024 0.863 -0.773 1.484 -0.071
N 0.361 0.683 2.160 0.509 -0.121 -0.661 0.206
O -1.977 2.245 0.831 -0.047 0.285 0.357 0.066
H -0.003 1.452 2.736 -0.322 0.161 -0.374 0.095
H -2.436 -0.588 -0.327 -0.183 0.001 -0.252 0.103
H 0.011 -1.433 0.538 -0.016 0.201 0.147 0.147
H 0.728 0.705 -1.568 -0.002 0.105 -0.103 0.111
H 1.760 -2.122 -0.985 -0.017 -0.168 0.143 0.059
H 2.354 -0.982 -2.289 0.069 0.054 -0.167 0.056